A cluster of 2 separate species, H6NS2 in total at a distorted geometry. Source: the OMol25 dataset; level of theory: ωB97M-V/def2-TZVPD.

XYZ file:
```
9
Properties=species:S:1:pos:R:3:forces:R:3
S -0.2138 1.4503 -0.8658 -0.3 0.6 -0.4
S 0.4480 -0.4285 -0.5979 0.3 -0.8 0.7
H -0.8448 -0.8075 2.8412 -0.3 -0.8 0.0
H 0.4125 -1.8245 2.9116 0.2 -0.4 -0.1
H 0.9089 2.1445 -0.6152 0.1 -0.1 0.1
H -1.1153 -2.5085 2.7007 -0.2 0.1 0.0
N -0.5072 -1.7223 2.4820 0.3 1.5 0.1
H -0.3967 -1.5653 1.4698 0.1 -0.3 -0.2
H 1.0899 -0.8229 -1.7130 -0.2 0.3 -0.2
```
Forces are in eV/Å.

Properties
charge = +1
calculated total energy = -854.45639 hartree
orbital gap = 8.93 eV



A structure of composition H6O19S4Zn at a distorted geometry. Source: the OMol25 dataset; level of theory: ωB97M-V/def2-TZVPD.

XYZ file:
```
30
Properties=species:S:1:pos:R:3:forces:R:3
S -2.6558 4.5355 2.8320 -0.1 1.6 1.4
O 4.7486 -3.2293 -3.5708 1.3 -0.4 1.4
O 2.9065 3.6275 -0.8963 -0.1 0.1 -0.1
S 3.6908 -2.5684 -4.3469 2.1 0.4 -0.5
O -2.7950 -4.5216 2.1749 0.3 0.3 1.1
O -2.0326 -3.0002 0.4506 0.6 0.5 0.0
O 4.2092 -1.0028 5.1137 -0.1 0.8 1.0
S 4.3604 -1.4269 3.7100 1.0 -0.7 0.8
O -1.9002 1.7855 -3.3050 0.0 0.0 0.0
H -5.9585 -0.5374 -0.4218 0.3 -0.3 0.1
O -3.4504 5.3980 1.9749 -1.0 1.3 -2.0
O 3.4004 -0.7565 2.8713 -1.2 0.8 -0.8
O 5.7201 -1.1429 3.2235 1.0 0.4 -0.2
O 2.9431 -3.6643 -4.9243 -2.0 -1.2 -1.2
O -3.5431 4.0518 3.8733 -1.5 -0.8 2.2
O -2.1400 -5.3872 0.1269 1.5 -1.8 -1.4
O 4.2014 -2.8852 3.7322 -0.3 -1.2 -0.3
Zn 0.4785 0.5868 -0.1988 0.0 -0.1 0.1
O -2.0538 3.4227 2.1864 1.1 -2.9 -2.4
O 2.9320 -1.6768 -3.4918 -1.0 0.5 0.6
O -6.0769 0.4081 -0.3316 -0.6 0.1 -0.3
H -2.1397 1.2876 -4.0866 0.0 -0.3 -0.1
O 4.3637 -1.7781 -5.4036 0.0 0.6 -1.1
H -2.2200 2.6711 -3.4772 -0.1 0.3 0.2
O -4.1132 -4.1304 0.2677 -3.8 0.5 -1.5
H 3.6346 3.7922 -0.2972 0.1 -0.2 0.3
H -5.1878 0.7626 -0.3334 0.4 0.1 0.2
S -2.7705 -4.2306 0.7204 0.8 0.1 1.7
O -1.5540 5.3174 3.4065 1.2 1.4 1.0
H 3.0023 4.2917 -1.5789 -0.1 0.1 -0.2
```
Forces are in eV/Å.

Properties
charge = -6
calculated total energy = -4804.35263 hartree
orbital gap = 1.61 eV



A structure of composition H6O3 at a distorted geometry. Source: the OMol25 dataset; level of theory: ωB97M-V/def2-TZVPD.

XYZ file:
```
9
Properties=species:S:1:pos:R:3:forces:R:3
O 0.7705 -1.0797 0.0987 0.5 -1.2 0.2
O -1.0923 0.3757 0.1360 -4.8 -1.7 2.8
H 0.4833 -0.5799 0.8628 0.7 0.2 0.3
H 0.9499 0.7506 -1.5036 0.3 0.2 -0.2
H -1.1077 -0.5457 0.3950 -0.4 -0.5 -0.3
O 0.4904 1.3553 -0.9210 3.0 2.2 -2.2
H -0.0294 0.7899 -0.3498 0.9 0.7 -0.6
H -1.5887 0.8255 0.8198 -0.3 0.5 0.1
H 1.1241 -1.8916 0.4620 0.3 -0.3 0.0
```
Forces are in eV/Å.

Properties
calculated total energy = -229.24716 hartree
orbital gap = 9.72 eV



A cluster of 3 separate species, H6O3 in total. Source: the OMol25 dataset; level of theory: ωB97M-V/def2-TZVPD.

XYZ file:
```
9
Properties=species:S:1:pos:R:3:forces:R:3
O -0.8868 0.3232 0.0732 -0.5 0.3 -0.4
H -1.4299 0.9545 0.5453 -0.3 0.2 -0.1
O -0.1353 -0.2643 -2.8265 0.1 -0.2 -0.4
H 1.7645 -0.4933 2.0726 0.3 0.0 0.0
H 0.3403 -0.2697 2.5348 -0.1 0.0 0.5
O 0.8648 -0.7818 1.9192 -0.1 0.0 -0.1
H 0.3302 0.5564 -2.9879 0.1 0.2 0.0
H -0.2067 0.0759 0.6997 0.6 -0.5 0.0
H -0.6411 -0.1008 -2.0304 -0.1 0.1 0.5
```
Forces are in eV/Å.

Properties
calculated total energy = -229.31062 hartree
SMILES string = O.O.O
orbital gap = 11.11 eV



A cluster of 3 separate species, H6O3 in total. Source: the OMol25 dataset; level of theory: ωB97M-V/def2-TZVPD.

XYZ file:
```
9
Properties=species:S:1:pos:R:3:forces:R:3
O -0.8654 -0.7144 2.6932 -0.1 -0.1 -0.1
H -0.4859 -0.4830 1.8313 0.2 0.1 0.2
O 0.3581 0.1048 -2.3523 -0.1 0.1 0.0
H 0.3818 0.3657 -0.3990 0.2 -0.1 0.1
H -0.2657 0.7595 -2.6842 0.0 0.0 -0.1
H 0.1342 -0.7132 -2.8076 0.0 0.0 0.1
O 0.7129 0.3932 0.5134 -0.3 0.1 -0.2
H -1.6381 -0.1511 2.7844 0.0 0.0 0.0
H 1.6681 0.4386 0.4208 0.0 0.0 0.1
```
Forces are in eV/Å.

Properties
calculated total energy = -229.31542 hartree
SMILES string = O.O.O
orbital gap = 11.02 eV



A cluster of 3 separate species, H6O3 in total. Source: the OMol25 dataset; level of theory: ωB97M-V/def2-TZVPD.

XYZ file:
```
9
Properties=species:S:1:pos:R:3:forces:R:3
O -0.4445 -1.7857 1.4961 -0.1 0.1 -0.3
H 0.4913 -1.0612 -1.8867 -0.1 0.0 0.1
H 0.0003 1.9891 0.9421 -0.1 0.0 -0.1
H 0.5480 2.7705 -0.2525 -0.1 0.0 0.1
O 0.0248 -0.6980 -1.1257 0.0 0.2 -0.4
O -0.2572 2.3677 0.0920 0.1 -0.1 -0.1
H 0.3551 -2.3166 1.5561 0.0 0.0 0.0
H -0.4511 -1.4488 0.5787 0.1 -0.2 0.4
H -0.2667 0.1830 -1.4001 0.0 -0.1 0.3
```
Forces are in eV/Å.

Properties
calculated total energy = -229.31276 hartree
SMILES string = O.O.O
orbital gap = 11.36 eV



A cluster of 3 separate species, H6O3 in total. Source: the OMol25 dataset; level of theory: ωB97M-V/def2-TZVPD.

XYZ file:
```
9
Properties=species:S:1:pos:R:3:forces:R:3
H -1.8252 -1.9850 -0.8383 0.0 0.0 0.0
O 0.3853 2.9868 -0.0097 0.0 0.0 -0.1
O -1.0977 -2.1384 -0.2276 0.0 -0.1 0.1
H 0.4594 2.0380 -0.1895 0.0 0.0 0.1
O 0.7628 0.0984 0.2111 0.0 0.0 0.2
H 0.6927 3.0718 0.8968 0.0 0.0 0.0
H -0.9851 -3.0934 -0.1972 0.0 0.0 0.0
H 1.4800 -0.4168 -0.1687 0.0 0.0 0.0
H 0.1277 -0.5614 0.5232 0.0 0.0 -0.3
```
Forces are in eV/Å.

Properties
calculated total energy = -229.31471 hartree
SMILES string = O.O.O
orbital gap = 11.06 eV



A cluster of 3 separate species, H6O3 in total at a distorted geometry. Source: the OMol25 dataset; level of theory: ωB97M-V/def2-TZVPD.

XYZ file:
```
9
Properties=species:S:1:pos:R:3:forces:R:3
O 1.0617 -0.8924 -1.2052 -0.6 0.3 0.4
H -2.2218 -0.1868 -0.4531 -0.8 -0.1 0.2
O -1.3648 0.1979 -0.2696 0.4 0.8 0.9
H -0.7496 -0.3356 -0.7728 1.2 -0.7 -0.9
H 1.6779 -1.3980 -1.7351 0.1 -0.3 -0.3
H -0.2992 0.9652 0.9878 -1.8 -0.2 -1.8
H 1.6134 -0.2941 -0.7012 0.4 0.1 0.0
H -0.0522 0.7853 2.4706 -0.4 -0.4 1.5
O 0.3346 1.1586 1.6786 1.5 0.4 0.0
```
Forces are in eV/Å.

Properties
charge = +1
calculated total energy = -228.89776 hartree
2S+1 = 2
orbital gap (alpha / beta) = 12.42 / 4.43 eV